1.
18
Properties=species:S:1:pos:R:3:forces:R:3 method="wB97M-V/def2-TZVPD" gap_ev=9.5 homo_energy_ev=-13.41 charge=+1 e_lumo_ev=-3.9254
O -0.755 -2.390 0.652 0.1133 -2.4693 -0.6848
O 1.736 1.755 -1.118 -0.2168 -2.8069 3.4428
N -0.952 -0.450 1.732 -0.0283 -1.3205 -0.9469
N 0.371 -1.286 -1.730 0.6143 -1.7944 -3.2387
C -0.668 -1.205 0.619 -0.3681 1.5649 0.8446
C -0.179 -0.492 -0.637 0.0359 4.5000 0.7930
C -0.980 0.987 1.866 0.8728 -1.0640 3.3609
H 1.390 -0.864 -2.020 -3.2880 -1.2489 0.4820
H -1.453 1.047 2.878 0.0421 1.0203 -1.1150
H 1.938 2.321 -1.782 0.8182 2.8964 -3.4349
H -0.020 1.485 1.957 0.5926 -0.4482 0.1623
H 0.732 0.132 -0.297 -1.9154 -0.6006 -0.4815
H -0.981 0.284 -1.108 1.9492 -1.8713 1.3641
H -1.392 -1.023 2.487 0.7466 0.7769 -1.1122
H 2.501 1.825 -0.522 -0.3539 -0.0275 -0.1237
H 0.510 -2.332 -1.474 -0.3713 1.8537 -0.1004
H -0.364 -1.296 -2.610 2.6893 0.0111 2.5234
H -1.434 1.503 1.107 -1.9323 1.0283 -1.7347

***

2.
37
Properties=species:S:1:pos:R:3:forces:R:3 method="wB97M-V/def2-TZVPD" gap_ev="6.8 / 6.9" homo_energy_ev="-18.52 / -18.68" multiplicity=2 charge=+3 s2=0.7544 e_lumo_ev="-11.7595 / -11.8130"
Re -0.332 -0.619 0.108 0.1067 -0.2576 0.1159
Te -0.046 -1.984 3.449 0.1052 -0.0380 -0.0940
Br 5.481 0.951 -2.610 0.0343 0.0077 -0.0094
Br 0.228 5.956 0.797 -0.0042 0.0204 -0.0036
F 1.547 -2.831 3.254 0.0231 -0.0274 0.0204
F -0.129 -2.192 5.234 0.0180 0.0162 0.0185
F -0.943 -3.516 3.068 -0.0421 -0.0680 -0.0088
F 0.825 -0.377 3.525 0.0011 0.0710 -0.0146
F -1.627 -1.060 3.363 -0.0492 0.0560 -0.0577
O 0.022 -1.745 1.430 0.0429 0.2608 0.0943
O -2.133 -0.734 -0.584 -0.1385 0.2095 -0.1304
N -0.242 1.398 0.336 0.0271 -0.1879 -0.0028
N -4.149 -1.364 -1.255 -0.0121 -0.0032 -0.0296
N 1.385 -0.180 -0.849 -0.1306 0.0074 0.0466
C -1.196 2.128 0.965 -0.0337 -0.0315 0.0735
C 1.033 3.385 -0.024 -0.0464 -0.0419 0.0176
C 3.388 -0.827 -1.980 -0.0409 0.0296 0.0191
C -2.881 -1.604 -1.234 0.0422 0.0060 -0.0104
C -1.096 3.486 1.117 0.0244 -0.0297 -0.0024
C 1.828 1.118 -0.794 0.0320 -0.0433 -0.0018
C 2.163 -1.122 -1.451 -0.0008 -0.0108 0.0019
C 3.848 0.495 -1.914 0.0312 -0.0053 -0.0312
C 3.041 1.477 -1.312 -0.0540 -0.0266 0.0168
C -2.293 -2.802 -1.880 0.0314 0.0185 0.0178
C 0.034 4.139 0.616 0.0261 0.0205 0.0207
C 0.871 2.031 -0.145 -0.0055 0.0467 -0.0426
H -2.044 1.578 1.352 -0.0124 0.0050 -0.0110
H -1.879 4.033 1.624 -0.0009 0.0009 -0.0001
H -1.347 -2.541 -2.355 -0.0101 -0.0080 -0.0173
H -2.960 -3.233 -2.623 -0.0117 -0.0117 0.0107
H -2.109 -3.555 -1.106 0.0212 -0.0066 -0.0078
H 1.910 3.881 -0.413 0.0080 0.0002 0.0012
H 3.389 2.499 -1.265 0.0017 0.0050 -0.0024
H -4.545 -0.553 -0.791 0.0067 0.0046 0.0050
H 1.767 -2.130 -1.475 0.0026 0.0064 0.0037
H 3.982 -1.604 -2.439 0.0052 0.0030 -0.0032
H -4.789 -1.983 -1.741 0.0016 0.0022 -0.0028

***

3.
8
Properties=species:S:1:pos:R:3:forces:R:3 method="wB97M-V/def2-TZVPD" gap_ev=10.1 homo_energy_ev=-9.79 e_lumo_ev=0.3319 smiles="O=c1[nH]on1O"
O 1.634 -0.816 -0.223 2.2314 -1.8619 -0.1145
O -0.851 1.026 0.162 -2.4355 1.7107 0.8612
O -1.273 -1.580 0.015 1.2629 3.8978 -0.0610
N 0.540 1.290 0.087 0.4379 -0.6760 1.0168
N -0.613 -0.252 -0.353 -2.2529 -4.0727 -1.4537
C 0.710 -0.118 -0.189 1.2520 2.3962 -0.3724
H -0.967 -1.690 0.925 -0.0461 -0.3115 0.3160
H 0.821 2.141 -0.425 -0.4498 -1.0825 -0.1924

***

4.
18
Properties=species:S:1:pos:R:3:forces:R:3 method="wB97M-V/def2-TZVPD" gap_ev=5.7 homo_energy_ev=-8.80 e_lumo_ev=-3.1384
O 1.525 -1.410 -0.080 0.9811 -1.6601 -1.5348
O 0.868 -0.427 1.770 0.5665 -0.0050 0.7527
O -0.760 1.481 1.563 0.7067 0.7690 0.3725
C -0.628 0.612 -1.847 0.6018 -0.9916 -0.4740
C -0.790 -0.998 0.122 -1.9745 1.5370 -0.4030
C -0.967 -0.751 -1.315 0.3343 -0.0886 0.1062
C 0.856 -0.573 0.464 1.1184 -0.0192 2.7795
C 0.047 1.582 -1.236 -0.1503 0.6858 0.5809
H -0.361 -1.501 -1.839 -0.0901 0.2658 -0.4645
H 0.343 0.448 1.932 -1.1725 0.7793 0.1878
H -1.979 -0.931 -1.659 -0.5862 -0.3532 0.3932
H -1.252 -0.214 0.722 0.0270 0.1213 0.2382
H 0.937 0.506 0.081 -1.1939 0.5046 -1.5564
H 0.591 2.334 -1.788 -0.3166 0.2269 -0.3344
H -0.770 2.399 1.919 -0.0397 -1.1901 -0.1796
H -0.855 0.625 -2.904 0.4885 0.3010 -0.3183
H -0.965 -1.972 0.554 0.5789 -0.3030 -0.2744
H -0.106 1.822 -0.151 0.1208 -0.5799 0.1284

***

5.
29
Properties=species:S:1:pos:R:3:forces:R:3 method="wB97M-V/def2-TZVPD" gap_ev=8.0 homo_energy_ev=-11.82 charge=+1 e_lumo_ev=-3.8572
P -1.018 -0.829 -0.881 0.6509 0.1985 -1.2582
O -0.413 0.623 -1.575 -0.4100 -0.5179 -1.0932
O -0.169 -0.870 0.516 0.3091 1.5418 0.6442
N -2.125 0.706 0.932 -0.0560 1.2090 0.2449
N 2.642 -0.581 1.015 3.0077 0.1641 2.8253
C -3.562 0.277 -0.991 -2.0375 1.7569 -0.9828
C -3.042 -1.634 0.590 -1.8952 1.7407 -0.3103
C 2.534 0.592 -0.950 -1.0664 2.3670 0.2760
C 4.577 0.724 0.674 2.5598 0.3650 -0.0578
C -2.598 -0.304 -0.032 0.6689 1.2791 0.0300
C 3.266 0.318 0.344 -3.5649 -1.7859 -2.7748
H 1.744 -0.117 -1.235 0.8026 -0.1990 0.4206
H -3.467 -0.286 -1.893 -0.2975 -0.4676 -0.9895
H -0.535 -0.051 1.079 0.1596 -1.2462 -1.1238
H 5.161 -0.228 0.640 0.0145 0.7312 -0.2834
H -2.167 -2.102 0.906 1.0288 -1.2068 1.2821
H -2.462 0.460 1.827 -0.4857 0.0662 1.2540
H -0.299 0.627 -2.581 -0.4956 -0.4099 2.1886
H 3.140 -0.924 1.850 -0.7857 0.0584 -0.3044
H 3.178 0.822 -1.795 0.2065 -0.0223 0.1470
H -3.376 1.350 -1.298 0.2787 -1.1249 0.5153
H -3.828 -1.457 1.375 0.8981 -0.3688 -0.5691
H 1.864 1.519 -0.787 1.2014 -0.9746 -0.1614
H -4.675 0.288 -0.735 1.4820 -0.3748 0.1936
H 1.754 -0.949 0.817 -1.9389 -0.5069 -0.6935
H 4.734 1.071 1.689 -0.2944 0.2353 0.2075
H -3.468 -2.233 -0.212 -0.1516 -0.0940 0.0521
H 4.967 1.458 -0.049 -0.0084 -0.4182 0.4326
H -2.355 1.726 0.759 0.2193 -1.9953 -0.1118

***

6.
21
Properties=species:S:1:pos:R:3:forces:R:3 method="wB97M-V/def2-TZVPD" gap_ev=9.9 homo_energy_ev=-10.20 e_lumo_ev=-0.3377 smiles="CC(c1ccncc1)([N+](=O)[O-])[N+](=O)[O-]"
O 1.454 0.783 2.135 0.5648 0.2940 1.2744
O 3.166 0.418 0.821 0.1050 0.1259 1.2009
O 1.726 -0.705 -1.982 0.2243 -2.8082 -3.4880
O 2.211 1.280 -1.389 0.4275 1.7590 -1.0205
N 1.997 0.476 1.117 -0.7921 -0.3635 -2.3320
N -3.149 0.769 -0.215 0.1697 0.2756 -0.4983
N 1.718 0.206 -1.258 0.0375 1.4393 2.4590
C -1.121 -0.160 -1.119 -0.0003 -0.2826 1.8876
C -0.434 0.278 0.004 2.5306 1.5144 -0.2936
C 1.082 -1.794 0.357 -0.5000 2.8874 -1.5290
C 1.075 -0.028 0.017 -1.6322 -4.3696 2.6852
C -2.476 0.043 -1.098 -0.3579 -1.2400 -0.4791
C -2.384 1.347 0.681 -1.7115 2.3356 3.4000
C -1.051 1.092 0.925 0.7974 1.4809 1.4212
H -0.652 -0.919 -1.697 0.0138 -0.1058 -1.0356
H -0.544 1.637 1.823 -0.9639 -1.4169 -2.0430
H -2.897 2.095 1.478 0.9260 -1.8410 -2.1194
H 0.982 -1.860 1.445 -0.4016 -0.2100 -0.3931
H 2.051 -2.128 0.018 0.2082 -0.2058 0.0377
H 0.262 -2.209 -0.314 1.1209 0.4146 1.4329
H -3.015 -0.618 -1.748 -0.7662 0.3168 -0.5674

***

How do the records compare in total energy? In the order shown, they have -10356.9696 -184255.5254 -10185.9863 -11482.8465 -22872.2641 -20024.9416 eV.
How do the records compare in energy relative to the best compared isomer or geometry (same formula, charge and spin)? In the order shown, they have 64.2 0.0 94.8 169.3 0.0 29.9 kcal per mole.